Model w:
Entry from OMol25: a 2-piece molecular cluster, C2H5FSi overall (wB97M-V/def2-TZVPD).

The geometry in ORCA input format:
```
! wB97M-V def2-TZVPD RIJCOSX def2/J DEFGRID3
* xyz 0 1
H 0.2925 -0.7796 -0.1706
H -1.6658 -0.8602 1.5434
H 3.0103 1.8969 1.1885
C 2.9896 -0.0029 -0.0943
C 3.1662 0.9569 0.6447
F 2.6307 -1.0812 -0.6753
H -1.9155 -1.1403 -0.8818
H -1.2290 0.9023 0.0521
Si -1.0931 -0.5643 0.1768
*
```

The HOMO-LUMO gap comes out at 11.36 eV. The SMILES is [SiH4].C#CF. For the lowest unoccupied orbital energy, the calculation gives 0.806 eV. The calculation puts the molecular weight at 76.15 g/mol.

=====

Model x:
Entry from OMol25: one molecule with the formula C2H5FSi (wB97M-V/def2-TZVPD).

The geometry in ORCA input format:
```
! wB97M-V def2-TZVPD RIJCOSX def2/J DEFGRID3
* xyz 0 1
H 1.3470 0.9115 1.1746
F -0.8886 1.8484 -1.2302
H -0.1884 0.0004 -2.9667
C -0.3172 0.6309 -0.9061
H -0.9259 1.4486 1.5400
H 0.4587 -1.1066 -1.3288
C 0.0130 -0.2574 -1.8411
H -0.5085 -0.8796 1.4850
Si -0.0405 0.4708 1.1142
*
```

The HOMO-LUMO gap comes out at 10.72 eV. The SMILES is C=C(F)[SiH3]. For the lowest unoccupied orbital energy, the calculation gives 0.942 eV. The calculation puts the molecular weight at 76.15 g/mol.

=====

Model y:
Entry from OMol25: a 2-piece molecular cluster, C2H5FSi overall (wB97M-V/def2-TZVPD).

The geometry in ORCA input format:
```
! wB97M-V def2-TZVPD RIJCOSX def2/J DEFGRID3
* xyz 0 1
Si -0.7396 -0.1955 0.0285
H -1.5625 -0.9416 0.9343
H 1.3530 -1.7396 -0.1503
C 1.1023 -0.6276 0.0265
H -0.9178 1.2006 0.2815
F 3.3510 -0.0284 -0.1189
H -1.1322 -0.5220 -1.4959
H 2.0517 1.9868 0.5344
C 2.0481 0.2769 -0.0033
*
```

The HOMO-LUMO gap comes out at 10.11 eV. For the lowest unoccupied orbital energy, the calculation gives -0.100 eV. The calculation puts the molecular weight at 76.15 g/mol.

=====

Least stable = model y

=====

Model w:
Entry from OMol25: a 2-piece molecular cluster, C2H3IN2OS overall (wB97M-V/def2-TZVPD).

The geometry in ORCA input format:
```
! wB97M-V def2-TZVPD RIJCOSX def2/J DEFGRID3
* xyz 0 1
N -0.4765 0.8719 -0.2123
C -0.1409 -0.1980 0.4285
H 0.1317 1.4092 -0.8042
S -2.8610 1.5980 0.1016
N 2.0884 0.0429 -0.5733
H 3.0433 -0.2854 -0.6909
H 1.5624 -1.5117 0.7462
O -0.7923 -0.9023 1.1666
I -3.8941 -0.4181 -0.3377
C 1.3389 -0.6063 0.1755
*
```

The HOMO-LUMO gap (alpha / beta) comes out at 6.55 / 6.55 eV. For the lowest unoccupied orbital energy (alpha / beta), the calculation gives -2.705 / -2.717 eV. The calculation puts the molecular weight at 230.03 g/mol.

=====

Model x:
Entry from OMol25: one molecule with the formula C2H3IN2OS (wB97M-V/def2-TZVPD).

The geometry in ORCA input format:
```
! wB97M-V def2-TZVPD RIJCOSX def2/J DEFGRID3
* xyz 0 1
I 2.9308 -0.2883 -0.0540
N -0.3889 -1.7531 0.1544
H 0.6168 1.8470 0.4358
C -1.2321 0.7862 0.0143
H -0.1470 -2.1194 1.1578
C 0.9881 0.0628 -0.5581
O -1.9964 1.7003 0.0253
H 0.8194 -0.3419 -1.5450
N 0.1490 0.9914 0.0109
S -1.7395 -0.8849 0.3586
*
```

The HOMO-LUMO gap (alpha / beta) comes out at 6.98 / 6.98 eV. For the lowest unoccupied orbital energy (alpha / beta), the calculation gives -1.062 / -1.059 eV. The calculation puts the molecular weight at 230.03 g/mol.

=====

Least stable = model x

=====

Model w:
Entry from OMol25: one molecule with the formula C6H6N2O2 (wB97M-V/def2-TZVPD).

The geometry in ORCA input format:
```
! wB97M-V def2-TZVPD RIJCOSX def2/J DEFGRID3
* xyz 0 1
C -0.4441 -1.6219 -1.1690
N 1.5560 -1.6298 0.3173
H -2.7373 0.7450 -1.9854
O 0.0413 2.0591 1.6100
N 0.6323 1.0748 1.1243
H -1.3475 1.9808 -0.2491
C 0.4675 -0.9684 -0.2710
C -1.8882 0.2636 -1.4808
O 1.7847 0.7501 1.5100
C -0.0315 0.2828 0.1074
C -1.5636 -1.1376 -1.6305
H -0.1709 -2.6511 -1.6211
C -1.1736 0.9150 -0.4433
H -2.1131 -1.7515 -2.3800
H 2.2565 -0.9652 0.8090
H 1.9873 -2.3476 -0.3014
*
```

The HOMO-LUMO gap comes out at 8.28 eV. The SMILES is Nc1ccccc1[N+](=O)[O-]. For the lowest unoccupied orbital energy, the calculation gives -0.525 eV. The calculation puts the molecular weight at 138.13 g/mol.

=====

Model x:
Entry from OMol25: a 2-piece molecular cluster, C6H6N2O2 overall (wB97M-V/def2-TZVPD).

The geometry in ORCA input format:
```
! wB97M-V def2-TZVPD RIJCOSX def2/J DEFGRID3
* xyz 0 1
C 1.4448 -0.5362 -0.4948
H 0.3089 -1.3310 -2.0201
N 0.2259 -0.9900 -1.0903
O 2.4362 -0.6098 -1.2056
C -0.0592 2.2184 -0.5948
C -1.1528 1.7185 -0.8292
C 0.1931 -0.2465 1.5345
H -2.0782 1.2007 -1.0572
O -2.1092 -1.1872 -0.9185
C -1.0480 -0.9468 -0.4417
H 2.2741 -0.0118 1.4878
H 0.9799 2.4739 -0.1605
H 0.0487 -0.0879 2.5719
N -0.9709 -0.6185 0.9082
H -1.8779 -0.9630 1.4525
C 1.3848 -0.0828 0.8578
*
```

The HOMO-LUMO gap comes out at 9.93 eV. The SMILES is O=c1cc[nH]c(=O)[nH]1.C#C. For the lowest unoccupied orbital energy, the calculation gives 0.417 eV. The calculation puts the molecular weight at 138.13 g/mol.

=====

Least stable = model w